Molecular formula: C51H84Cl4NO20
Method: DFT, wB97M-V/def2-TZVPD

## Properties
Frontier orbital gap (eV): 9.411
Net charge: +1
HOMO energy (eV): -11.1300

Last columns: bonded neighbours and bond lengths (Å).
CARTESIAN COORDINATES (ANGSTROEM)
1 C -23.8927 8.8367 17.6729  C2 1.520, H11 1.092, H12 1.094, H13 1.093
2 C -23.1155 10.0123 17.1031  C1 1.520, C3 1.546, H14 1.094, H15 1.090
3 C -23.3282 10.1584 15.5788  C2 1.546, C4 1.524, H16 1.093, H17 1.087
4 C -22.5543 11.3956 15.1411  C3 1.524, N5 1.504, H18 1.090, H19 1.091
5 N -22.5091 11.5329 13.6443  C4 1.504, C6 1.527, C9 1.519, C10 1.516
6 C -21.9492 12.8820 13.1983  N5 1.527, C7 1.535, H20 1.088, H21 1.091
7 C -22.5862 13.1133 11.8206  C6 1.535, C8 1.533, H22 1.090, H23 1.087
8 C -23.8427 12.2416 11.7110  C7 1.533, C9 1.520, H24 1.088, H25 1.087
9 C -23.9223 11.6140 13.0933  N5 1.519, C8 1.520, H26 1.090, H27 1.086
10 C -21.7826 10.3444 13.0467  N5 1.516, H28 1.088, H29 1.088, H30 1.084
11 H -24.0395 7.9673 17.0288  C1 1.092
12 H -24.9098 9.1216 17.9581  C1 1.094
13 H -23.4359 8.4823 18.6001  C1 1.093
14 H -22.0372 9.8514 17.1983  C2 1.094
15 H -23.4097 10.9023 17.6585  C2 1.090
16 H -24.4154 10.2052 15.4756  C3 1.093
17 H -22.9351 9.3142 15.0180  C3 1.087
18 H -21.5005 11.3858 15.4197  C4 1.090
19 H -22.9917 12.2831 15.6016  C4 1.091
20 H -20.8660 12.9710 13.2347  C6 1.088
21 H -22.3027 13.5653 13.9720  C6 1.091
22 H -21.9237 12.8368 11.0003  C7 1.090
23 H -22.7663 14.1746 11.6709  C7 1.087
24 H -23.7847 11.3983 11.0261  C8 1.088
25 H -24.7268 12.8040 11.4203  C8 1.087
26 H -24.3354 10.6120 12.9796  C9 1.090
27 H -24.4955 12.1107 13.8706  C9 1.086
28 H -20.8952 10.1707 13.6514  C10 1.088
29 H -21.4396 10.5521 12.0353  C10 1.088
30 H -22.4853 9.5205 12.9905  C10 1.084
31 O -27.3827 10.8797 15.8920  C32 1.200
32 C -28.0786 11.3939 15.0602  O31 1.200, O33 1.340, C36 1.515
33 O -29.3708 11.6704 15.2831  C32 1.340, C34 1.429
34 C -30.0293 12.1970 14.1289  O33 1.429, C35 1.524, H37 1.088, H38 1.091
35 C -28.9492 12.4743 13.0908  C34 1.524, C36 1.536, H39 1.090, H40 1.088
36 C -27.7002 11.7724 13.6433  C32 1.515, C35 1.536, H41 1.089, H42 1.092
37 H -30.6157 13.0769 14.3834  C34 1.088
38 H -30.7175 11.4454 13.7398  C34 1.091
39 H -28.7504 13.5296 12.9032  C35 1.090
40 H -29.1388 12.0298 12.1158  C35 1.088
41 H -26.7743 12.3448 13.6347  C36 1.089
42 H -27.4946 10.9128 13.0020  C36 1.092
43 O -21.8361 16.3712 11.7523  C44 1.201
44 C -21.6429 16.9405 12.7921  O43 1.201, O45 1.338, C48 1.526
45 O -20.9914 16.3483 13.8000  C44 1.338, C46 1.422
46 C -20.4679 17.2694 14.7482  O45 1.422, C47 1.548, H49 1.089, H50 1.088
47 C -21.0547 18.6454 14.3517  C46 1.548, C48 1.540, H51 1.088, H52 1.091
48 C -21.8759 18.4235 13.0678  C44 1.526, C47 1.540, H53 1.086, H54 1.088
49 H -19.3856 17.2416 14.6330  C46 1.089
50 H -20.8254 17.0452 15.7506  C46 1.088
51 H -20.2886 19.4156 14.2846  C47 1.088
52 H -21.6941 18.9948 15.1642  C47 1.091
53 H -21.4958 19.0778 12.2893  C48 1.086
54 H -22.9506 18.5589 13.1730  C48 1.088
55 O -18.7297 8.8302 13.5443  C56 1.204
56 C -17.5402 8.6735 13.6439  O55 1.204, O57 1.333, C60 1.508
57 O -16.7089 9.3017 12.8119  C56 1.333, C58 1.447
58 C -15.3169 8.9827 13.0457  O57 1.447, C59 1.534, H61 1.086, H62 1.087
59 C -15.3395 8.3424 14.4396  C58 1.534, C60 1.523, H63 1.088, H64 1.090
60 C -16.7604 7.8223 14.6147  C56 1.508, C59 1.523, H65 1.084, H66 1.094
61 H -14.7629 9.9120 13.1340  C58 1.086
62 H -15.0355 8.3064 12.2426  C58 1.087
63 H -15.1378 9.1067 15.1877  C59 1.088
64 H -14.6113 7.5314 14.4176  C59 1.090
65 H -17.1324 7.8502 15.6330  C60 1.084
66 H -16.7835 6.7980 14.2306  C60 1.094
67 O -22.8345 8.3856 7.2061  C68 1.196
68 C -21.9743 9.0768 7.6666  O67 1.196, O69 1.349, C72 1.524
69 O -20.6817 8.9526 7.3028  C68 1.349, C70 1.427
70 C -19.8412 9.7297 8.1545  O69 1.427, C71 1.543, H73 1.087, H74 1.090
71 C -20.7304 10.3835 9.2332  C70 1.543, C72 1.522, H75 1.089, H76 1.089
72 C -22.1430 10.1832 8.7018  C68 1.524, C71 1.522, H77 1.092, H78 1.088
73 H -19.2905 10.4791 7.5913  C70 1.087
74 H -19.2169 9.0044 8.6761  C70 1.090
75 H -20.4367 11.4287 9.3154  C71 1.089
76 H -20.5539 9.8420 10.1609  C71 1.089
77 H -22.5725 11.0547 8.2043  C72 1.092
78 H -22.9239 9.8204 9.3673  C72 1.088
79 O -28.9839 16.9578 9.5836  C80 1.198
80 C -28.0434 16.4149 10.0897  O79 1.198, O81 1.336, C84 1.509
81 O -26.9661 15.9857 9.4264  C80 1.336, C82 1.466
82 C -25.9545 15.4953 10.3681  O81 1.466, C83 1.541, H85 1.089, H86 1.086
83 C -26.7739 15.1257 11.6200  C82 1.541, C84 1.505, H87 1.091, H88 1.091
84 C -27.9240 16.0940 11.5592  C80 1.509, C83 1.505, H89 1.096, H90 1.086
85 H -25.3016 16.3549 10.5136  C82 1.089
86 H -25.4675 14.6151 9.9580  C82 1.086
87 H -26.2151 15.2622 12.5468  C83 1.091
88 H -27.0547 14.0738 11.5434  C83 1.091
89 H -27.6288 17.0503 12.0066  C84 1.096
90 H -28.8238 15.7446 12.0569  C84 1.086
91 O -26.8637 11.5621 10.2403  C92 1.210
92 C -27.4689 12.0781 9.3290  O91 1.210, O93 1.323, C96 1.497
93 O -28.5823 12.7688 9.5109  C92 1.323, C94 1.438
94 C -29.0360 13.4078 8.3053  O93 1.438, C95 1.528, H97 1.088, H98 1.088
95 C -27.9418 13.1541 7.2702  C94 1.528, C96 1.523, H99 1.091, H100 1.090
96 C -27.1357 12.0100 7.8706  C92 1.497, C95 1.523, H101 1.091, H102 1.094
97 H -29.0518 14.4697 8.5426  C94 1.088
98 H -29.9861 13.0224 7.9421  C94 1.088
99 H -27.3145 14.0298 7.0976  C95 1.091
100 H -28.3154 12.8998 6.2787  C95 1.090
101 H -26.0565 12.0314 7.7141  C96 1.091
102 H -27.3886 11.0287 7.4587  C96 1.094
103 O -29.7322 6.8151 15.5159  C104 1.188
104 C -28.5575 6.8078 15.3358  O103 1.188, O105 1.367, C108 1.518
105 O -27.7477 5.8500 15.8799  C104 1.367, C106 1.424
106 C -26.3832 6.1512 15.6052  O105 1.424, C107 1.512, H109 1.090, H110 1.096
107 C -26.3450 7.1940 14.5116  C106 1.512, C108 1.553, H111 1.092, H112 1.086
108 C -27.7660 7.8193 14.5274  C104 1.518, C107 1.553, H113 1.088, H114 1.087
109 H -25.8883 5.2261 15.3079  C106 1.090
110 H -25.8560 6.4742 16.5098  C106 1.096
111 H -26.2317 6.6301 13.5829  C107 1.092
112 H -25.5955 7.9798 14.4995  C107 1.086
113 H -28.2140 7.8283 13.5360  C108 1.088
114 H -27.8082 8.8035 14.9861  C108 1.087
115 O -23.3748 6.0319 13.5986  C116 1.200
116 C -22.2994 6.0951 14.1279  O115 1.200, O117 1.338, C120 1.488
117 O -21.9645 7.1149 14.9268  C116 1.338, C118 1.446
118 C -20.6715 6.9855 15.5604  O117 1.446, C119 1.529, H121 1.087, H122 1.087
119 C -20.0131 5.9307 14.6700  C118 1.529, C120 1.530, H123 1.093, H124 1.095
120 C -21.1741 5.1223 14.0871  C116 1.488, C119 1.530, H125 1.098, H126 1.085
121 H -20.7556 6.6458 16.5899  C118 1.087
122 H -20.1522 7.9294 15.4153  C118 1.087
123 H -19.1714 5.3930 15.1139  C119 1.093
124 H -19.4851 6.3642 13.8138  C119 1.095
125 H -21.4191 4.3086 14.7820  C120 1.098
126 H -20.8686 4.6164 13.1767  C120 1.085
127 O -24.0743 8.9946 11.1717  C128 1.201
128 C -24.9420 8.2342 10.8371  O127 1.201, O129 1.349, C132 1.500
129 O -26.2107 8.4456 11.2429  C128 1.349, C130 1.430
130 C -27.0973 7.5780 10.5307  O129 1.430, C131 1.517, H133 1.093, H134 1.089
131 C -26.2391 6.3742 10.1905  C130 1.517, C132 1.524, H135 1.090, H136 1.095
132 C -24.8457 6.9717 10.0337  C128 1.500, C131 1.524, H137 1.096, H138 1.086
133 H -27.3853 8.1014 9.6153  C130 1.093
134 H -28.0043 7.2290 11.0213  C130 1.089
135 H -26.7044 5.7728 9.4096  C131 1.090
136 H -26.1153 5.6761 11.0250  C131 1.095
137 H -24.6095 7.2571 9.0018  C132 1.096
138 H -24.0945 6.2707 10.3854  C132 1.086
139 O -22.8323 13.5526 8.6083  C140 1.198
140 C -22.1405 14.5186 8.4542  O139 1.198, O141 1.336, C144 1.505
141 O -21.0193 14.6492 9.1693  C140 1.336, C142 1.432
142 C -20.2519 15.7948 8.7836  O141 1.432, C143 1.523, H145 1.088, H146 1.091
143 C -20.8412 16.2350 7.4496  C142 1.523, C144 1.532, H147 1.093, H148 1.093
144 C -22.2242 15.5791 7.3901  C140 1.505, C143 1.532, H149 1.083, H150 1.095
145 H -19.1898 15.5632 8.7417  C142 1.088
146 H -20.3727 16.5629 9.5488  C142 1.091
147 H -20.2279 16.0052 6.5740  C143 1.093
148 H -20.8214 17.3254 7.3781  C143 1.093
149 H -22.5735 15.2405 6.4222  C144 1.083
150 H -22.9256 16.3412 7.7458  C144 1.095
151 C -26.5763 15.2422 15.7096  Cl152 1.787, Cl153 1.761, H154 1.083, H155 1.085
152 Cl -26.2639 16.9999 15.7805  C151 1.787
153 Cl -25.1131 14.4157 15.1840  C151 1.761
154 H -26.9344 14.9332 16.6843  C151 1.083
155 H -27.3405 15.1238 14.9481  C151 1.085
156 C -19.5718 13.5737 17.5010  Cl157 1.793, Cl158 1.765, H159 1.084, H160 1.084
157 Cl -20.5953 12.3838 18.3679  C156 1.793
158 Cl -19.7898 13.5504 15.7493  C156 1.765
159 H -19.8582 14.5352 17.9118  C156 1.084
160 H -18.5376 13.3792 17.7595  C156 1.084